C27H63Br9O16P4 | ωB97M-V with the def2-TZVPD basis set

The geometry in XYZ format:
```
119
Properties=species:S:1:pos:R:3:lowdin_charge:R:1
C 4.754 -0.873 -0.845 -1.5770
Br 6.035 -1.579 0.424 0.6135
Br 4.652 -1.917 -2.493 0.5799
Br 5.034 1.007 -1.307 0.5964
H 3.803 -0.978 -0.334 -0.1059
C 0.893 4.374 0.218 -1.4422
Br 0.705 5.650 -1.209 0.5977
Br 2.440 3.193 -0.114 0.6710
Br -0.716 3.309 0.380 0.6589
H 1.056 4.900 1.149 -0.0126
C 0.654 0.568 -0.585 -1.4767
Br -0.124 1.668 -1.985 0.5730
Br 1.207 -1.168 -1.259 0.6846
Br -0.669 0.345 0.864 0.8039
H 1.527 1.061 -0.170 -0.1534
C 5.545 3.464 2.425 -0.0591
C 4.868 2.104 2.332 -0.3007
O 3.561 2.220 2.884 -0.2028
P 2.538 1.005 2.822 0.4315
O 2.392 0.389 1.507 -0.3004
O 1.190 1.622 3.448 -0.1718
C 0.065 0.768 3.708 -0.4035
C -1.200 1.627 3.727 -0.1086
O 3.068 -0.048 3.925 -0.2277
C 3.428 0.464 5.227 -0.2476
C 3.386 -0.674 6.223 -0.0612
H 6.559 3.424 2.016 0.0828
H 4.998 4.302 2.005 0.0716
H 5.801 3.628 3.475 0.0774
H 4.951 1.596 1.372 0.0356
H 5.430 1.425 2.986 0.1160
H -0.060 0.039 2.903 -0.0477
H 0.227 0.195 4.620 0.1205
H -2.004 1.307 3.065 0.0281
H -1.686 1.560 4.706 0.1073
H -0.922 2.670 3.594 0.0927
H 4.363 1.020 5.170 0.1170
H 2.624 1.151 5.512 0.1154
H 3.503 -0.276 7.229 0.0824
H 2.429 -1.193 6.137 0.0798
H 4.087 -1.469 5.965 0.0756
C 3.038 -2.507 2.860 -0.0688
C 3.162 -3.627 1.850 -0.2782
O 2.439 -4.792 2.249 -0.1732
P 2.288 -6.057 1.261 0.4063
O 1.053 -6.839 1.409 -0.2265
O 3.679 -6.832 1.432 -0.1888
C 3.856 -7.546 2.695 -0.2569
C 4.419 -8.900 2.357 -0.0763
O 2.453 -5.478 -0.218 -0.2052
C 1.253 -5.233 -1.003 -0.2443
C 1.715 -4.565 -2.262 -0.0993
H 3.618 -2.690 3.765 0.0792
H 3.489 -1.594 2.468 0.0331
H 1.981 -2.319 3.040 0.0859
H 2.752 -3.276 0.894 0.0963
H 4.180 -3.927 1.580 0.1030
H 4.535 -6.945 3.301 0.1154
H 2.908 -7.590 3.229 0.1115
H 3.608 -9.472 1.892 0.0813
H 5.173 -8.946 1.574 0.0800
H 4.690 -9.477 3.241 0.0778
H 0.821 -6.223 -1.148 0.1195
H 0.598 -4.586 -0.417 0.1191
H 2.135 -3.584 -2.041 -0.0290
H 2.424 -5.091 -2.898 0.0852
H 0.825 -4.394 -2.877 0.0863
C -4.460 6.317 -7.680 -0.0686
C -3.868 5.067 -8.264 -0.2835
O -2.438 5.077 -8.084 -0.1647
P -1.652 3.694 -8.212 0.3885
O -0.237 3.860 -8.584 -0.2239
O -1.907 2.922 -6.875 -0.1813
C -1.176 3.272 -5.681 -0.2464
C -2.140 3.392 -4.533 -0.0853
O -2.555 2.829 -9.236 -0.1869
C -2.279 1.452 -9.445 -0.2817
C -1.062 1.162 -10.284 -0.0802
H -5.507 6.277 -7.388 0.0778
H -3.885 6.541 -6.778 0.0792
H -4.333 7.150 -8.372 0.0785
H -4.315 4.168 -7.828 0.1151
H -4.086 4.921 -9.324 0.1167
H -0.403 2.528 -5.500 0.1215
H -0.727 4.256 -5.832 0.1190
H -2.672 2.451 -4.383 0.0824
H -1.601 3.649 -3.619 0.0423
H -2.865 4.188 -4.710 0.0792
H -2.190 0.926 -8.489 0.1139
H -3.160 1.015 -9.918 0.1177
H -0.174 0.986 -9.680 0.0771
H -1.263 0.336 -10.967 0.0742
H -0.821 2.012 -10.927 0.0832
C -6.823 -0.286 5.915 -0.0741
C -6.591 -0.629 4.450 -0.2860
O -5.420 -0.005 3.963 -0.1666
P -4.894 -0.279 2.484 0.4268
O -5.473 -1.450 1.825 -0.2101
O -5.111 1.064 1.631 -0.1698
C -4.243 1.243 0.489 -0.2498
C -3.380 2.470 0.710 -0.1892
O -3.282 -0.278 2.680 -0.2482
C -2.796 -1.345 3.509 -0.2092
C -1.359 -1.059 4.037 -0.0850
H -6.286 -0.954 6.592 0.0719
H -6.603 0.757 6.138 0.0784
H -7.863 -0.436 6.212 0.0759
H -6.583 -1.713 4.312 0.1189
H -7.522 -0.358 3.943 0.1210
H -3.668 0.344 0.277 0.0926
H -4.902 1.444 -0.355 0.1253
H -2.734 2.643 -0.154 -0.0339
H -3.984 3.372 0.819 0.0946
H -2.733 2.378 1.582 -0.0030
H -3.518 -1.462 4.320 0.1113
H -2.732 -2.271 2.933 0.1264
H -0.695 -1.358 3.229 0.0675
H -1.318 0.017 4.197 -0.0074
H -1.192 -1.690 4.905 0.1104
```

ΔE to the lowest compared entry with this formula, charge and spin   146.6 kJ/mol
Orbital gap   9.1 eV
Spin multiplicity   1

C25H59F2N13O16S3 | ωB97M-V with the def2-TZVPD basis set

The geometry in XYZ format:
```
118
Properties=species:S:1:pos:R:3:lowdin_charge:R:1
C -3.316 -4.342 -4.383 -0.0500
C -3.188 -5.070 -3.031 -0.1513
N -1.817 -5.089 -2.527 -0.0353
C -1.049 -6.220 -2.333 -0.0023
C 0.140 -5.820 -1.843 -0.0007
N 0.147 -4.438 -1.879 -0.0560
C -1.035 -4.040 -2.311 -0.0242
C 1.294 -3.584 -1.533 0.0408
H -4.394 -4.255 -4.545 0.0840
H -3.000 -4.997 -5.196 0.0789
H -2.880 -3.350 -4.373 0.0766
H -3.449 -6.121 -3.117 0.1269
H -3.907 -4.542 -2.406 0.0941
H -1.524 -7.182 -2.412 0.1356
H 0.977 -6.400 -1.498 0.1367
H -1.372 -3.014 -2.313 0.1479
H 1.009 -2.610 -1.923 0.0784
H 2.204 -3.969 -1.978 0.1082
H 1.322 -3.553 -0.448 0.0927
N 0.102 0.726 0.063 -0.3035
S 1.591 0.410 -0.397 0.4713
O 1.763 -0.063 -1.733 -0.2569
O 2.434 -0.148 0.611 -0.2665
F 2.117 1.904 -0.555 -0.1686
S -0.497 -0.798 0.016 0.4784
O 0.196 -1.838 0.703 -0.2559
O -1.020 -1.130 -1.276 -0.2836
F -1.766 -0.596 0.883 -0.1285
C 0.142 1.855 3.615 -0.6749
O 0.209 1.591 4.808 0.0141
N -0.827 1.326 2.785 0.1568
N 0.989 2.712 2.973 0.1755
H -1.427 0.612 3.198 0.0533
H -0.549 1.308 1.809 0.0207
H 0.981 2.902 1.987 0.0840
H 1.758 3.096 3.496 0.0943
C 1.945 5.662 -1.924 -0.6735
O 2.888 6.380 -1.616 0.0083
N 1.728 4.446 -1.339 0.1478
N 0.926 6.110 -2.726 0.1563
H 2.305 4.133 -0.586 0.0756
H 0.872 3.948 -1.534 0.0384
H 1.079 7.057 -3.022 0.0986
H 0.222 5.548 -3.173 0.0758
C -1.467 -1.513 4.852 -0.6314
O -2.218 -0.797 4.193 -0.0103
N -0.410 -2.239 4.343 0.1759
N -1.719 -1.775 6.172 0.1612
H 0.221 -2.498 5.087 0.0939
H 0.037 -1.903 3.505 0.0736
H -2.383 -1.194 6.648 0.1065
H -1.060 -2.310 6.707 0.0958
C -1.323 3.054 -2.343 -0.6727
O -1.794 3.943 -3.035 0.0219
N -0.940 3.135 -1.027 0.1399
N -1.099 1.799 -2.878 0.1774
H -0.739 2.281 -0.515 0.0327
H -1.335 3.885 -0.482 0.1218
H -1.495 1.613 -3.778 0.1070
H -0.813 1.102 -2.215 0.0380
C 3.267 -1.401 4.142 -0.6827
O 3.766 -1.508 5.254 0.0152
N 3.597 -2.197 3.072 0.1590
N 2.247 -0.528 3.895 0.1658
H 4.337 -2.856 3.221 0.0987
H 3.344 -1.877 2.153 0.0685
H 1.955 -0.386 2.942 0.0568
H 1.894 0.089 4.611 0.0870
C -4.555 -2.201 2.397 -0.1409
C -5.630 -3.292 2.480 -0.1318
O -5.086 -4.416 1.765 -0.1812
S -4.182 -3.909 0.564 0.5992
O -4.988 -3.676 -0.587 -0.2350
O -3.023 -4.714 0.421 -0.2193
O -3.780 -2.509 1.246 -0.2058
H -3.958 -2.199 3.303 0.1146
H -5.123 -1.283 2.251 0.1243
H -6.577 -3.032 2.007 0.1333
H -5.821 -3.612 3.501 0.1355
C -4.333 1.380 -1.030 -0.1515
C -4.936 2.378 -0.015 -0.1348
C -5.856 1.458 0.803 -0.2051
O -6.270 0.464 -0.125 -0.1454
C -5.138 0.067 -0.880 -0.1838
H -3.266 1.279 -0.826 0.0769
H -4.422 1.800 -2.033 0.1083
H -5.565 3.118 -0.501 0.1100
H -4.154 2.820 0.598 0.1044
H -6.782 1.965 1.083 0.1186
H -5.443 1.033 1.724 0.1078
H -5.486 -0.270 -1.852 0.1211
H -4.503 -0.669 -0.378 0.0937
C 3.176 0.520 -4.623 -0.1628
C 3.010 2.025 -4.419 -0.1565
C 4.172 2.696 -5.150 -0.1699
O 4.992 1.632 -5.682 -0.1450
C 4.625 0.396 -5.115 -0.2245
H 2.496 0.066 -5.344 0.1056
H 3.037 -0.070 -3.718 0.0766
H 2.952 2.370 -3.389 0.0941
H 2.079 2.302 -4.920 0.1055
H 4.810 3.290 -4.494 0.1165
H 3.841 3.284 -6.005 0.1138
H 5.307 0.103 -4.308 0.1137
H 4.685 -0.386 -5.876 0.1115
C 4.671 3.526 2.695 -0.1830
C 4.630 2.066 2.261 -0.1790
C 5.770 1.500 3.110 -0.1852
O 6.752 2.557 3.204 -0.1328
C 6.160 3.788 2.802 -0.2155
H 4.239 3.632 3.699 0.1119
H 4.032 4.154 2.070 0.1089
H 4.940 1.914 1.226 0.1179
H 3.696 1.553 2.479 0.0760
H 6.227 0.687 2.544 0.1161
H 5.476 1.216 4.121 0.1202
H 6.575 4.138 1.850 0.1191
H 6.336 4.584 3.530 0.1157
```

Orbital gap   8.8 eV
Spin multiplicity   1

C4H8O2 | ωB97M-V with the def2-TZVPD basis set

The geometry in XYZ format:
```
14
Properties=species:S:1:pos:R:3:lowdin_charge:R:1
C -1.045 0.530 -1.131 0.0369
C 0.156 0.028 -0.846 -0.5154
C 1.311 0.824 -0.308 -0.0393
O 0.409 -1.294 -1.084 0.0136
H -1.817 -0.109 -1.548 0.0698
H -1.250 1.588 -1.007 0.0650
H 1.953 1.129 -1.139 0.0888
H 0.969 1.717 0.221 0.0873
H 1.914 0.228 0.385 0.0765
H 0.904 -1.638 -0.325 0.0948
C -0.874 -0.746 1.689 -0.1336
O 0.292 -1.038 1.836 -0.0298
H -1.552 -1.340 1.052 0.0913
H -1.328 0.124 2.199 0.0942
```

ΔE to the lowest compared entry with this formula, charge and spin   201.8 kJ/mol
Orbital gap   9.9 eV
Spin multiplicity   1
SMILES string   C=C(C)O.C=O

C28H75N11O8 | ωB97M-V with the def2-TZVPD basis set

The geometry in XYZ format:
```
122
Properties=species:S:1:pos:R:3:lowdin_charge:R:1
C 13.822 16.758 12.789 -0.0484
C 14.143 17.927 13.699 -0.5302
C 15.617 17.721 14.237 -0.0105
C 14.012 19.175 12.798 -0.1168
C 14.058 20.550 13.569 -0.1547
C 12.981 20.459 14.619 -0.1445
C 13.044 19.243 15.542 -0.4925
C 14.161 19.304 16.583 -0.0210
C 11.695 19.202 16.303 -0.0246
N 13.095 18.005 14.707 -0.0638
O 13.334 16.825 15.512 -0.0813
H 14.638 16.670 12.046 0.0908
H 13.546 15.799 13.272 0.0801
H 12.903 17.059 12.236 0.0713
H 16.122 18.653 14.447 0.0584
H 15.549 17.177 15.204 0.0599
H 16.168 17.041 13.542 0.0824
H 14.716 19.156 11.958 0.1227
H 12.987 18.975 12.421 0.1062
H 15.049 20.652 13.974 0.0901
H 13.879 21.301 12.834 0.0988
H 12.089 20.349 14.033 0.1060
H 12.902 21.389 15.237 0.1433
H 13.903 19.801 17.515 0.0827
H 15.035 19.790 16.131 0.0741
H 14.576 18.318 16.776 0.0625
H 10.855 19.247 15.653 0.0489
H 11.760 19.938 17.120 0.0875
H 11.667 18.242 16.854 0.0802
H 12.521 16.255 15.545 0.0592
C 11.955 13.525 9.450 -0.0655
O 12.838 12.440 9.714 -0.2181
C 13.286 11.746 8.593 -0.2318
C 13.816 10.399 8.993 -0.4931
C 14.416 9.729 7.783 -0.0540
N 12.945 9.507 9.669 0.0517
H 11.494 13.887 10.348 0.0475
H 11.179 13.141 8.796 0.0827
H 12.508 14.367 8.955 0.1108
H 12.453 11.593 7.862 0.1389
H 14.108 12.217 8.049 0.1291
H 14.574 10.610 9.725 0.1321
H 15.243 10.293 7.310 0.0968
H 13.614 9.681 7.094 0.0647
H 14.709 8.731 7.973 0.0681
H 12.460 9.931 10.472 0.0866
H 12.330 9.007 9.060 0.0684
C 14.900 14.958 17.989 -0.1185
O 14.275 13.780 17.583 -0.2042
C 13.236 13.266 18.427 -0.1585
C 13.108 11.765 18.197 -0.4942
C 11.977 11.156 18.945 -0.0545
N 14.313 11.100 18.559 0.0273
H 15.337 15.532 17.182 0.0679
H 15.709 14.848 18.750 0.0963
H 14.186 15.581 18.513 0.0839
H 13.543 13.428 19.436 0.1179
H 12.290 13.782 18.322 0.1247
H 13.010 11.573 17.165 0.0982
H 12.134 10.098 18.892 0.0693
H 11.058 11.445 18.527 0.0634
H 11.941 11.429 20.042 0.1101
H 14.291 10.109 18.192 0.0984
H 15.170 11.584 18.214 0.0731
C 5.633 16.798 9.754 -0.0647
O 6.817 16.210 10.355 -0.2358
C 6.705 14.915 10.977 -0.1873
C 8.022 14.194 10.886 -0.4413
C 7.964 12.952 11.760 -0.0480
N 9.057 15.112 11.347 0.0630
H 5.020 17.093 10.603 0.0856
H 4.988 16.214 9.181 0.0599
H 5.878 17.700 9.211 0.0876
H 6.535 15.157 12.050 0.1327
H 5.794 14.397 10.666 0.1292
H 8.233 13.916 9.880 0.1285
H 8.907 12.384 11.636 0.0821
H 7.144 12.343 11.303 0.0993
H 7.940 13.128 12.824 0.0616
H 9.896 14.575 11.414 0.0327
H 9.214 15.713 10.557 0.0853
C 14.818 9.871 15.136 -0.0694
O 15.371 11.020 14.459 -0.2434
C 16.313 11.690 15.336 -0.1871
C 16.696 12.954 14.626 -0.3764
C 17.218 12.692 13.180 -0.0325
N 17.804 13.708 15.394 0.0642
H 13.998 10.179 15.728 0.0538
H 15.508 9.257 15.693 0.0874
H 14.473 9.247 14.311 0.0946
H 15.968 11.797 16.371 0.1033
H 17.157 10.999 15.320 0.1331
H 15.818 13.586 14.510 0.1084
H 16.787 11.710 12.910 0.0772
H 18.256 12.597 13.347 0.0586
H 16.897 13.451 12.492 0.0697
H 17.930 14.614 15.012 0.0486
H 17.564 13.885 16.327 0.0273
N 10.286 17.660 13.010 0.1526
C 9.087 18.452 13.107 -0.6566
N 8.014 18.025 12.347 0.1649
O 8.971 19.413 13.805 0.0349
H 10.002 16.671 12.767 0.0670
H 11.023 17.802 13.690 0.0478
H 7.956 17.243 11.726 0.0345
H 7.295 18.695 12.312 0.0824
N 9.030 16.192 16.136 0.1852
C 9.914 15.325 15.587 -0.6214
N 9.421 14.528 14.572 0.1637
O 11.097 15.256 15.934 -0.0189
H 9.460 16.836 16.787 0.1074
H 8.338 16.596 15.565 0.0838
H 8.666 14.945 14.011 0.0808
H 10.116 14.049 13.985 0.0480
N 13.492 12.456 12.521 0.1980
C 12.545 12.947 13.376 -0.6359
N 12.919 13.262 14.610 0.2115
O 11.402 13.221 12.955 -0.0384
H 14.310 12.050 12.912 0.0549
H 13.169 12.057 11.628 0.0825
H 12.330 13.915 15.121 0.0721
H 13.858 13.149 14.972 0.0789
```

ΔE to the lowest compared entry with this formula, charge and spin   0.0 kJ/mol
Orbital gap   9.1 eV
Spin multiplicity   1
SMILES string   CC1(C)CCCC(C)(C)N1O.COC[C@H](C)N.COC[C@H](C)N.COC[C@H](C)N.COC[C@H](C)N.NC(N)=O.NC(N)=O.NC(N)=O

| no. | E (eV) | LUMO level (eV) |
| --- | --- | --- |
| 1 | -729324.79832 | -0.23 |
| 2 | -116956.67278 | -0.27 |
| 3 | -8371.19002 | 0.83 |
| 4 | -63023.25525 | 0.60 |